Density functional theory data (ωB97M-V with the def2-TZVPD basis set) for 5 unconnected molecules or ions with the total composition C39H53ClF33IN4O10S at a distorted geometry.

The value obtained for the LUMO energy is 0.08 eV. The electronic energy is -6940.878811 Ha. The SMILES is [H]/N=C/C[C@@H](CCO)O[C@@](CO[C@](CCCCl)(CC(N)(N)N)S(=O)(=O)F)(CC(=O)I)CC(C)C.FC(F)C(F)(F)COC(F)(F)C(F)F.FC(F)C(F)(F)COC(F)(F)C(F)F.FC(F)C(F)(F)COC(F)(F)C(F)F.FC(F)C(F)(F)COC(F)(F)C(F)F. The value obtained for the HOMO-LUMO gap is 0.3470 hartree.

Cartesian coordinates (Å):
1 H 2.57393 -3.48408 -4.80352
2 N 2.26037 -3.28214 -3.85745
3 C 1.02810 -3.16931 -3.84093
4 C 0.38429 -2.86712 -2.50938
5 C 0.77863 -1.43374 -2.11570
6 C 0.39372 -0.53656 -3.34552
7 C -0.16005 0.83290 -2.90049
8 O -0.31228 1.71418 -4.00468
9 O 0.03350 -0.95008 -1.01790
10 C 0.76328 -0.78843 0.20454
11 C 1.75143 0.39316 0.10423
12 O 1.01603 1.56872 0.35571
13 C 1.70420 2.76291 0.51178
14 C 0.54633 3.78455 0.42585
15 C 0.92070 5.24793 0.66262
16 C 0.09021 6.22887 -0.17484
17 Cl 1.19875 7.34823 -1.06152
18 C 2.70309 3.10069 -0.61516
19 C 4.23809 2.93550 -0.41260
20 N 4.82777 3.92207 0.47323
21 N 4.67375 1.59906 -0.08295
22 N 4.84646 3.24825 -1.75320
23 S 2.28722 2.83294 2.26472
24 O 2.80134 4.08775 2.65297
25 O 1.16859 2.46715 3.02899
26 F 3.39607 1.75350 2.56352
27 C -0.34906 -0.47096 1.22901
28 C -1.57483 0.16114 0.56639
29 O -1.74927 1.26339 0.43101
30 I -3.10070 -1.25161 -0.09270
31 C 1.49949 -2.08959 0.58906
32 C 1.64158 -2.42092 2.07891
33 C 2.37394 -1.38441 2.93251
34 C 2.46932 -3.71824 2.14826
35 H 0.44437 -3.31808 -4.74692
36 H -0.69698 -2.88814 -2.57851
37 H 0.77622 -3.61366 -1.82875
38 H 1.85579 -1.34363 -2.02804
39 H -0.39038 -0.98263 -3.94650
40 H 1.29331 -0.31291 -3.91325
41 H -1.15209 0.65912 -2.50543
42 H 0.47071 1.30983 -2.15365
43 H 0.54749 2.07643 -4.22625
44 H 2.21078 0.39347 -0.88212
45 H 2.55969 0.18386 0.79812
46 H -0.20301 3.50647 1.15516
47 H 0.12286 3.62951 -0.56136
48 H 0.78173 5.48325 1.71081
49 H 1.96442 5.45916 0.47250
50 H -0.53499 5.74118 -0.91075
51 H -0.55326 6.81327 0.47009
52 H 2.44787 2.46396 -1.45854
53 H 2.57733 4.10369 -1.00281
54 H 4.20446 4.70517 0.59247
55 H 5.02116 3.48888 1.36407
56 H 5.50068 1.64450 0.49613
57 H 4.97136 1.12751 -0.92516
58 H 4.45671 2.57918 -2.41077
59 H 4.50479 4.16519 -2.00747
60 H 0.00259 0.13618 2.05434
61 H -0.73139 -1.38347 1.66987
62 H 2.48272 -2.11704 0.12092
63 H 0.91382 -2.89577 0.16215
64 H 0.69188 -2.68664 2.52629
65 H 1.93971 -0.40840 2.75999
66 H 2.20189 -1.59825 3.98362
67 H 3.44520 -1.40097 2.76906
68 H 2.08141 -4.48613 1.48477
69 H 2.46026 -4.12036 3.15738
70 H 3.51266 -3.52938 1.90698
71 F -4.86755 -6.62734 1.72604
72 C -5.80580 -6.76430 2.68546
73 F -5.91305 -8.09567 2.96012
74 C -7.16121 -6.23338 2.22636
75 F -7.63247 -6.96441 1.19333
76 F -8.03083 -6.41807 3.25907
77 C -7.21286 -4.74279 1.86205
78 O -7.09407 -4.41878 0.48973
79 C -5.82962 -4.33071 -0.04975
80 F -4.90192 -4.34836 0.92597
81 F -5.74563 -3.12235 -0.64826
82 C -5.57720 -5.40755 -1.10365
83 F -5.75409 -6.63901 -0.58343
84 F -4.29971 -5.32272 -1.54134
85 H -5.46702 -6.25380 3.59033
86 H -8.21282 -4.40612 2.12957
87 H -6.53684 -4.14742 2.47578
88 H -6.25579 -5.28217 -1.95014
89 F -5.50438 4.79125 -0.27864
90 C -6.20842 4.27976 0.75476
91 F -7.47905 4.08317 0.32604
92 C -6.21833 5.23472 1.94680
93 F -6.86524 6.37855 1.63459
94 F -6.94428 4.63612 2.93256
95 C -4.84875 5.57451 2.54970
96 O -4.24873 6.78487 2.12088
97 C -3.54301 6.77134 0.94302
98 F -3.35819 5.50256 0.52780
99 F -2.31249 7.27008 1.22161
100 C -4.18697 7.64521 -0.13123
101 F -5.45266 7.25362 -0.36970
102 F -3.48997 7.52708 -1.28563
103 H -5.78583 3.30963 1.03244
104 H -5.01940 5.72429 3.61413
105 H -4.15433 4.73688 2.48648
106 H -4.19387 8.69244 0.17922
107 F 7.20363 4.98833 -6.23928
108 C 6.17258 4.33625 -5.66257
109 F 5.42911 3.78695 -6.65651
110 C 5.30077 5.28438 -4.84308
111 F 4.70915 6.19888 -5.63694
112 F 4.29340 4.53019 -4.30418
113 C 5.99773 6.00112 -3.67599
114 O 6.45653 7.31539 -3.92496
115 C 7.68433 7.47220 -4.52991
116 F 8.34853 6.30073 -4.57172
117 F 8.40186 8.30371 -3.74669
118 C 7.55840 8.10620 -5.91434
119 F 6.75857 7.36714 -6.70954
120 F 8.77765 8.16885 -6.49778
121 H 6.56270 3.52686 -5.03825
122 H 5.23889 6.12757 -2.90559
123 H 6.76945 5.38358 -3.21699
124 H 7.14487 9.11408 -5.83811
125 F -1.97888 -8.13646 2.62015
126 C -2.90153 -8.04796 3.60232
127 F -3.01305 -6.72868 3.92604
128 C -2.49364 -8.84876 4.83444
129 F -1.37163 -8.33699 5.38734
130 F -3.48554 -8.69125 5.75777
131 C -2.31340 -10.35873 4.62744
132 O -0.99219 -10.81766 4.41221
133 C -0.48198 -10.75569 3.13414
134 F -1.45260 -10.46503 2.24681
135 F -0.03103 -11.99180 2.83368
136 C 0.69086 -9.78092 3.03689
137 F 0.32311 -8.54536 3.43134
138 F 1.10711 -9.69769 1.75200
139 H -3.85839 -8.38570 3.21909
140 H -2.60740 -10.82464 5.56628
141 H -3.00346 -10.75529 3.88274
142 H 1.52106 -10.11707 3.66176